## 1
ORCA calculation (wB97M-V/def2-TZVPD) on one molecule with the formula C3H6N3P.

Geometry as XYZ:
```
13
Properties=species:S:1:pos:R:3:nbo_charge:R:1
C 2.0571 0.6441 0.4996 -0.057
C 2.7594 -1.2131 -0.9223 0.206
C -2.5025 0.0276 0.7055 -0.928
N 2.6469 -0.2770 -0.2108 -0.200
N 0.7794 0.9187 0.3456 -0.151
N -0.0043 0.1069 -0.2867 -0.663
P -1.4763 0.7191 -0.7331 0.729
H 2.5856 1.4077 1.0328 0.203
H 2.5886 -1.8247 -1.7220 0.245
H -2.1770 0.7028 1.4789 0.225
H -2.0487 -0.9530 0.7564 0.226
H -3.6680 0.0683 0.7139 0.239
H -1.5401 -0.3274 -1.6578 -0.076
```

Calculated values
Orbital gap (alpha / beta) (eV): 7.493 / 7.495
LUMO energy (alpha / beta) (eV): -0.19 / -0.19

## 2
ORCA calculation (wB97M-V/def2-TZVPD) on one molecule with the formula C3H6N3P.

Geometry as XYZ:
```
13
Properties=species:S:1:pos:R:3:nbo_charge:R:1
C -1.9097 -0.7402 -0.0658 -0.356
C -1.8572 0.7111 0.2039 -0.050
C -0.7361 -1.3490 -0.1990 0.031
N -0.8815 1.4177 -0.0332 -0.216
N 0.4180 -0.6752 -0.3784 -0.680
N 2.4078 1.0404 -0.2404 -1.166
P 1.9538 -0.5100 0.2528 1.080
H -2.8363 -1.1274 -0.1209 0.213
H -2.7739 1.0486 0.5600 0.200
H -0.6329 -2.3541 -0.3943 0.212
H 3.4000 1.1743 -0.2305 0.395
H 1.7894 1.5393 -0.8794 0.431
H 1.6585 -0.1754 1.5252 -0.094
```

Calculated values
Orbital gap (alpha / beta) (eV): 7.423 / 8.532
LUMO energy (alpha / beta) (eV): -1.05 / 0.20

## 3
ORCA calculation (wB97M-V/def2-TZVPD) on one molecule with the formula C3H6N3P.

Geometry as XYZ:
```
13
Properties=species:S:1:pos:R:3:nbo_charge:R:1
C 0.2456 0.1531 -2.1761 0.128
C 1.6833 -0.6715 -0.8839 0.191
C -1.4609 0.0184 1.6115 -0.932
N 1.4317 -0.5065 -2.1339 -0.466
N -0.2679 0.4252 -1.0096 -0.275
N 0.5889 -0.0646 -0.1110 -0.489
P 0.3822 -0.0588 1.5995 0.770
H -0.2309 0.4187 -3.0991 0.200
H 2.5200 -1.1272 -0.4052 0.211
H -1.8670 -0.9781 1.4316 0.233
H -1.7993 0.6954 0.8282 0.258
H -1.7917 0.3631 2.5877 0.235
H 0.5660 1.3327 1.7601 -0.063
```

Calculated values
Orbital gap (eV): 10.575
SMILES: CPn1cncn1
LUMO energy (eV): 0.97

## 4
ORCA calculation (wB97M-V/def2-TZVPD) on one molecule with the formula C3H6N3P.

Geometry as XYZ:
```
13
Properties=species:S:1:pos:R:3:nbo_charge:R:1
C 1.9590 -0.6448 0.3084 -0.164
C 0.5055 -2.2111 -0.0605 0.048
C 0.7852 0.0716 0.0876 0.268
N 1.8018 -1.9566 0.2183 -0.422
N -0.1145 -0.8944 -0.1927 -0.541
N 0.4283 1.3988 0.2514 -0.837
P -2.1314 -0.8859 0.0857 0.512
H 2.8282 -0.1738 0.6979 0.189
H 0.2702 -3.2081 -0.4110 0.220
H -0.2906 1.8719 -0.3347 0.392
H 1.1745 2.0446 0.5159 0.396
H -2.3242 0.4064 0.3480 -0.051
H -1.6850 -1.1630 1.3697 -0.009
```

Calculated values
Orbital gap (eV): 7.563
SMILES: Nc1cncn1P
LUMO energy (eV): 0.06

Name the most stable of them. 3.

## 1
ORCA calculation (wB97M-V/def2-TZVPD) on one molecule with the formula C4H9NO.

Geometry as XYZ:
```
15
Properties=species:S:1:pos:R:3:nbo_charge:R:1
C -1.0096 -1.1403 1.6913 -0.604
C -0.2368 -1.0352 0.3794 -0.392
C 0.0400 0.4143 -0.0043 -0.502
C 0.8874 0.5426 -1.2615 0.679
O 1.5178 -0.3837 -1.7367 -0.613
N 0.8968 1.7884 -1.8245 -0.831
H -1.1959 -2.1851 1.9612 0.213
H -1.9815 -0.6363 1.6243 0.198
H -0.4553 -0.6766 2.5165 0.200
H 0.7166 -1.5689 0.4499 0.219
H -0.7959 -1.5236 -0.4275 0.206
H -0.9015 0.9651 -0.1378 0.211
H 0.5823 0.9173 0.8114 0.221
H 1.5231 1.9465 -2.5988 0.402
H 0.4622 2.5829 -1.3830 0.392
```

Calculated values
Orbital gap (eV): 10.708
SMILES: CCCC(N)=O
LUMO energy (eV): 0.90

## 2
ORCA calculation (wB97M-V/def2-TZVPD) on one molecule with the formula C4H9NO.

Geometry as XYZ:
```
15
Properties=species:S:1:pos:R:3:nbo_charge:R:1
C 1.7843 -0.4165 -0.0653 -0.612
C 0.6910 0.1555 -0.9601 -0.410
C -0.3101 1.0368 -0.1931 -0.218
N -1.0590 0.3079 0.8674 -0.646
C -1.9392 -0.7069 0.7250 0.548
O -2.3861 -1.2861 -0.2318 -0.600
H 2.4750 -1.0473 -0.6341 0.216
H 2.3704 0.3829 0.4046 0.199
H 1.3496 -1.0284 0.7319 0.208
H 0.1409 -0.6528 -1.4552 0.221
H 1.1454 0.7577 -1.7630 0.207
H -1.0221 1.4700 -0.9137 0.214
H 0.2216 1.8801 0.2635 0.207
H -1.1237 0.2889 1.8992 0.413
H -2.2013 -0.9319 1.8375 0.055
```

Calculated values
Orbital gap (eV): 10.769
SMILES: CCCNC=O
LUMO energy (eV): 0.84

## 3
ORCA calculation (wB97M-V/def2-TZVPD) on a 2-piece molecular cluster, C4H9NO overall.

Geometry as XYZ:
```
15
Properties=species:S:1:pos:R:3:nbo_charge:R:1
C 1.1386 -0.3274 0.6897 -0.447
C 2.4210 -1.9218 1.9410 -0.062
N 1.3353 -1.2981 1.7524 -0.405
H 1.6470 0.6148 0.8992 0.184
H 0.0854 -0.1632 0.5325 0.213
H 1.6525 -0.8021 -0.1420 0.204
H 2.3043 -2.9127 2.3628 0.173
H 3.3877 -1.3992 1.8565 0.137
C -2.3192 0.3757 -0.9225 -0.479
C -1.8125 1.5230 -1.3550 0.133
O -1.4549 1.7987 -2.6381 -0.711
H -2.5270 0.2225 0.1316 0.206
H -2.3468 -0.5434 -1.4920 0.205
H -1.6214 2.2850 -0.5796 0.158
H -1.8901 2.5483 -3.0366 0.489
```

Calculated values
Orbital gap (eV): 9.633
SMILES: C=CO.C=NC
LUMO energy (eV): 0.85

Name the most stable of them. 1.

## 1
ORCA calculation (wB97M-V/def2-TZVPD) on C4H9NO as an isolated structure.

Geometry as XYZ:
```
15
Properties=species:S:1:pos:R:3:nbo_charge:R:1
C -0.3958 -0.3531 -1.7639 -0.519
C 0.1690 -1.4186 -0.8922 -0.091
C -0.1316 -1.2401 0.5806 -0.559
C 0.2674 0.0536 0.9660 0.608
N -0.2815 0.5565 2.2088 -0.863
O 1.0067 0.8039 0.3990 -0.689
H -0.3611 -0.7130 -2.8239 0.227
H -1.0531 0.5903 -1.6100 0.283
H 0.6489 -0.2531 -1.1437 0.362
H 0.3560 -2.4507 -1.3285 0.247
H -1.5219 5.4474 -5.6836 0.002
H -2.0629 5.1176 -6.1366 -0.002
H -0.8990 -1.5492 1.3042 0.244
H -0.9410 0.0571 2.7443 0.368
H 0.2967 1.1765 2.6814 0.382
```

Calculated values
Orbital gap (eV): 6.692
LUMO energy (eV): -0.68

## 2
ORCA calculation (wB97M-V/def2-TZVPD) on one molecule with the formula C4H9NO.

Geometry as XYZ:
```
15
Properties=species:S:1:pos:R:3:nbo_charge:R:1
C 1.3532 -1.3616 0.4595 -0.413
N 0.7368 -0.0574 0.3139 -0.437
C 0.1958 0.2416 -1.0248 -0.244
C -1.1783 0.6233 -0.4212 0.072
O -1.5280 1.9978 -0.3325 -0.717
C -0.5946 0.1634 0.9216 -0.252
H 2.3033 -1.3903 -0.0893 0.202
H 1.5807 -1.5649 1.5115 0.204
H 0.7267 -2.1928 0.0785 0.158
H 0.1754 -0.6442 -1.6791 0.185
H 0.7060 1.0557 -1.5548 0.191
H -2.0595 0.1401 -0.8503 0.188
H -0.7373 2.5539 -0.3090 0.468
H -0.6702 1.1055 1.4710 0.203
H -1.0100 -0.6702 1.5052 0.192
```

Calculated values
Orbital gap (eV): 9.632
SMILES: CN1CC(O)C1
LUMO energy (eV): 1.06

Name the most stable of them. 2.

## 1
ORCA calculation (wB97M-V/def2-TZVPD) on one molecule with the formula C4H9NO.

Geometry as XYZ:
```
15
Properties=species:S:1:pos:R:3:nbo_charge:R:1
C 2.2991 -0.4112 -0.0503 -0.602
C 1.1934 0.6318 0.1040 -0.488
C -0.1416 -0.0351 0.3989 0.671
O -0.2524 -0.8841 1.2713 -0.635
N -1.2104 0.3856 -0.3317 -0.615
C -2.5188 -0.1920 -0.1059 -0.417
H 2.1957 -0.9612 -0.9918 0.203
H 3.2887 0.0555 -0.0356 0.208
H 2.2348 -1.1291 0.7716 0.233
H 1.4119 1.2721 0.9672 0.229
H 1.1385 1.2869 -0.7743 0.197
H -1.0681 0.9991 -1.1175 0.394
H -2.6235 -1.1732 -0.5842 0.195
H -2.6582 -0.3261 0.9687 0.226
H -3.2890 0.4808 -0.4902 0.200
```

Calculated values
Orbital gap (eV): 10.540
SMILES: CCC(=O)NC
LUMO energy (eV): 0.92

## 2
ORCA calculation (wB97M-V/def2-TZVPD) on one molecule with the formula C4H9NO.

Geometry as XYZ:
```
15
Properties=species:S:1:pos:R:3:nbo_charge:R:1
C -1.3659 -0.9427 0.1683 -0.408
N -0.3102 0.0449 0.2937 -0.446
C -0.7800 1.3731 -0.0546 -0.412
C 0.9118 -0.3142 -0.4021 -0.346
C 2.1467 -0.1976 0.4760 0.440
O 3.2687 -0.3184 0.0488 -0.520
H -1.7497 -1.0449 -0.8642 0.165
H -2.2046 -0.6625 0.8147 0.203
H -1.0045 -1.9206 0.5019 0.201
H -1.6187 1.6504 0.5930 0.203
H 0.0179 2.1075 0.0962 0.202
H -1.1194 1.4470 -1.1063 0.166
H 1.0903 0.2861 -1.3080 0.212
H 0.8719 -1.3578 -0.7390 0.228
H 1.9385 -0.0117 1.5519 0.113
```

Calculated values
Orbital gap (eV): 9.889
SMILES: CN(C)CC=O
LUMO energy (eV): 0.95

Name the most stable of them. 1.